# 1
ORCA calculation (wB97M-V/def2-TZVPD) on the molecule C3H5ClOS.

Output
Structure (SMILES) = COC(=S)CCl
Lowest unoccupied orbital energy = 0.35 eV
Net charge = 0
Frontier orbital gap = 9.14 eV
2S+1 = 1
HOMO = -8.78 eV
ΔE to the lowest compared entry with this formula, charge and spin = 47.0 kcal per mole

Positions of all 11 atoms, in Å:
C 1.677 1.749 -0.026
O 0.442 1.153 0.068
C 0.427 -0.096 0.067
S 1.569 -1.279 -0.155
C -0.898 -0.746 0.455
Cl -2.346 0.161 -0.178
H 1.875 1.757 -1.173
H 2.363 1.084 0.741
H 1.678 2.777 0.637
H -1.081 -1.881 0.222
H -0.834 -0.674 1.563

Results of the Löwdin charge analysis, in e, for atoms 1 through 8:
1. C -0.117
2. O -0.146
3. C -0.961
4. S 0.715
5. C -0.590
6. Cl 0.516
7. H 0.136
8. H 0.115


# 2
ORCA calculation (wB97M-V/def2-TZVPD) on C41H42Br2N6O5SeTl as an isolated structure.

Output
Lowest unoccupied orbital energy = -4.01 eV
Net charge = +1
Frontier orbital gap = 6.05 eV
2S+1 = 1
HOMO = -10.06 eV
ΔE to the lowest compared entry with this formula, charge and spin = 45.8 kcal per mole

Positions of all 98 atoms, in Å:
Tl -0.840 0.598 -1.236
Br -0.225 -1.700 3.581
C 0.994 -0.636 2.624
C 1.884 0.197 3.291
C 2.796 0.924 2.559
Br 3.973 2.062 3.473
C 2.931 0.746 1.156
C 3.932 1.325 0.363
C 3.950 1.076 -0.990
C 2.957 0.263 -1.541
N 1.994 -0.290 -0.838
C 1.975 -0.064 0.492
C 0.970 -0.732 1.242
O 0.033 -1.431 0.594
H 1.832 0.295 4.366
H 4.685 1.939 0.832
H 4.709 1.506 -1.624
H 2.959 0.037 -2.600
N -3.789 -3.318 2.095
C -3.696 -1.862 2.186
C -2.909 -1.367 0.965
O -2.680 -0.207 0.734
O -2.506 -2.360 0.191
H -3.417 -3.788 2.910
H -2.851 -3.187 0.655
H -4.743 -3.630 1.958
H -3.165 -1.544 3.086
H -4.672 -1.370 2.189
O -0.507 3.140 -2.043
C -0.070 3.463 -0.939
N 0.102 4.728 -0.505
C 0.651 4.755 0.828
C 0.769 3.220 1.083
O 1.235 2.756 2.112
N 0.309 2.560 0.024
C 2.003 5.425 0.806
C 3.128 4.693 0.452
C 4.365 5.304 0.376
C 4.482 6.659 0.633
C 3.358 7.400 0.955
C 2.120 6.789 1.038
C -0.297 5.303 1.865
C -1.658 5.399 1.595
C -2.536 5.837 2.571
C -2.062 6.186 3.824
C -0.707 6.096 4.095
C 0.172 5.642 3.130
H -0.045 5.549 -1.064
H 3.025 3.640 0.231
H 5.238 4.725 0.118
H 5.447 7.139 0.569
H 3.446 8.458 1.143
H 1.240 7.368 1.280
H -2.028 5.124 0.618
H -3.592 5.907 2.354
H -2.747 6.525 4.585
H -0.332 6.381 5.066
H 1.224 5.556 3.358
C 2.032 -6.299 -1.611
C 2.754 -5.960 -0.312
C 3.971 -5.042 -0.481
C 3.638 -3.545 -0.413
N 2.752 -3.147 -1.474
C 1.426 -2.950 -1.380
Se 0.402 -3.240 0.193
N 0.913 -2.692 -2.593
C -0.486 -2.510 -2.898
C -1.119 -3.801 -3.424
C -2.596 -3.580 -3.756
C -2.813 -2.758 -5.022
C 1.942 -2.705 -3.509
C 1.980 -2.525 -4.890
C 3.208 -2.647 -5.510
C 4.376 -2.920 -4.790
C 4.354 -3.090 -3.420
C 3.119 -2.992 -2.790
H 1.233 -7.006 -1.412
H 2.714 -6.752 -2.324
H 1.581 -5.430 -2.079
H 3.097 -6.892 0.136
H 2.049 -5.505 0.391
H 4.466 -5.264 -1.428
H 4.688 -5.235 0.317
H 4.553 -2.949 -0.493
H 3.150 -3.321 0.540
H -0.575 -1.714 -3.641
H -1.008 -2.218 -1.984
H -1.030 -4.565 -2.646
H -0.582 -4.148 -4.311
H -3.085 -3.089 -2.912
H -3.067 -4.555 -3.886
H -2.491 -1.728 -4.898
H -3.870 -2.746 -5.275
H -2.272 -3.192 -5.860
H 1.088 -2.312 -5.458
H 3.271 -2.546 -6.583
H 5.309 -3.007 -5.324
H 5.257 -3.282 -2.864

Results of the Löwdin charge analysis, in e, for atoms 1 through 8:
1. Tl 1.095
2. Br 0.879
3. C -0.559
4. C -0.146
5. C -0.619
6. Br 0.877
7. C -0.186
8. C -0.027


# 3
ORCA calculation (wB97M-V/def2-TZVPD) on a 3-piece molecular cluster, C13H33N3O3P overall.

Output
Lowest unoccupied orbital energy = 2.70 eV
Net charge = -1
Frontier orbital gap = 6.76 eV
2S+1 = 1
HOMO = -4.06 eV

Positions of all 53 atoms, in Å:
N 2.806 -3.900 0.153
P 2.201 -3.891 1.830
O 2.797 -5.364 2.609
C 2.925 -2.470 2.879
O 4.234 -2.134 2.930
O 1.983 -1.693 3.744
H 3.472 -4.725 0.065
H 1.992 -4.193 -0.467
H 1.975 -5.832 2.940
C 4.350 -0.569 -0.118
C 3.904 0.329 -1.268
N 2.478 0.220 -1.579
C 2.112 0.827 -2.862
C 2.298 2.334 -3.008
C 1.549 0.481 -0.478
C 1.644 1.831 0.225
H 4.062 -1.611 -0.295
H 5.441 -0.535 -0.020
H 3.927 -0.248 0.839
H 4.484 0.027 -2.149
H 4.190 1.361 -1.046
H 1.072 0.576 -3.103
H 2.704 0.339 -3.649
H 1.542 2.891 -2.450
H 2.185 2.617 -4.061
H 3.290 2.666 -2.688
H 1.686 -0.302 0.278
H 0.518 0.338 -0.825
H 2.672 2.101 0.480
H 1.079 1.796 1.163
H 1.211 2.634 -0.376
C -2.466 1.545 -1.482
C -3.715 0.903 -0.886
N -3.431 -0.034 0.203
C -4.574 -0.878 0.560
C -5.812 -0.188 1.125
C -2.668 0.495 1.335
C -3.234 1.709 2.065
H -1.740 0.786 -1.793
H -2.736 2.132 -2.367
H -1.980 2.225 -0.775
H -4.212 0.360 -1.701
H -4.406 1.689 -0.570
H -4.251 -1.653 1.266
H -4.879 -1.433 -0.338
H -5.653 0.151 2.150
H -6.646 -0.898 1.152
H -6.131 0.662 0.515
H -1.663 0.755 0.979
H -2.492 -0.304 2.066
H -3.559 2.497 1.382
H -2.461 2.141 2.710
H -4.072 1.440 2.712

Results of the Löwdin charge analysis, in e, for atoms 1 through 8:
1. N -0.252
2. P 0.841
3. O -0.405
4. C -0.624
5. O -0.224
6. O -0.355
7. H 0.034
8. H 0.022


# 4
ORCA calculation (wB97M-V/def2-TZVPD) on a 2-piece molecular cluster, C7H14N5 overall.

Output
Lowest unoccupied orbital energy (alpha / beta) = -6.89 / -6.89 eV
Net charge = +1
Frontier orbital gap (alpha / beta) = 5.66 / 5.66 eV
2S+1 = 1
HOMO (alpha / beta) = -12.55 / -12.55 eV
ΔE to the lowest compared entry with this formula, charge and spin = 84.1 kcal per mole

Positions of all 26 atoms, in Å:
C 0.220 -2.181 0.615
C 2.966 0.616 0.087
C -3.008 -0.384 -0.314
C -2.418 1.100 -0.422
C -1.916 -1.383 -0.436
C -1.136 1.258 0.463
C -0.778 -1.061 0.710
N 0.958 -3.025 0.474
N -0.390 0.125 0.120
N 4.369 0.700 0.091
N 2.272 0.663 -1.143
N 2.160 0.488 1.117
H -3.619 -0.528 0.576
H -3.775 -0.751 -1.040
H -2.109 1.277 -1.434
H -3.032 1.926 -0.193
H -2.302 -2.361 -0.286
H -1.504 -1.509 -1.417
H -0.742 2.236 0.265
H -1.485 1.059 1.558
H -1.268 -0.966 1.627
H 4.726 0.801 -0.896
H 4.968 0.727 0.868
H 2.937 0.574 -1.972
H 1.414 0.204 -1.060
H 2.494 0.396 2.042

Results of the Löwdin charge analysis, in e, for atoms 1 through 8:
1. C -0.144
2. C -0.516
3. C -0.148
4. C -0.074
5. C -0.089
6. C -0.138
7. C -0.248
8. N 0.210


# 5
ORCA calculation (wB97M-V/def2-TZVPD) on the molecule C20H31N5O4.

Output
Structure (SMILES) = CC(C)Cn1[nH]c(CC(=O)N2CC(CN(C)C(=O)CC(=O)NC3CC3)C2)cc1=O
Lowest unoccupied orbital energy = 0.38 eV
Net charge = 0
Frontier orbital gap = 9.01 eV
2S+1 = 1
HOMO = -8.63 eV
ΔE to the lowest compared entry with this formula, charge and spin = 27.2 kcal per mole

Positions of all 60 atoms, in Å:
C -3.777 -0.923 -0.139
C -2.595 -0.729 0.803
C -2.264 -2.011 1.561
C -2.873 0.450 1.744
N -1.685 1.165 2.179
N -0.833 0.548 3.106
C 0.423 1.107 2.907
C 1.523 0.738 3.854
C 2.892 1.045 3.268
O 3.562 2.002 3.610
N 3.299 0.172 2.328
C 2.660 -0.935 1.612
C 3.775 -0.810 0.543
C 3.290 -0.201 -0.761
N 2.350 -1.041 -1.492
C 2.931 -2.102 -2.293
C 1.035 -0.680 -1.511
O 0.617 0.192 -0.759
C 0.128 -1.402 -2.484
C -1.146 -0.713 -2.983
O -1.739 -1.253 -3.904
N -1.558 0.427 -2.404
C -2.715 1.097 -2.920
C -2.848 2.558 -2.644
C -2.543 2.081 -4.039
C 4.463 0.241 1.455
C 0.430 1.882 1.810
C -0.920 1.876 1.260
O -1.373 2.330 0.221
H -4.685 -1.173 0.419
H -3.968 -0.014 -0.710
H -3.588 -1.734 -0.844
H -1.731 -0.445 0.195
H -3.114 -2.324 2.174
H -2.041 -2.824 0.866
H -1.404 -1.877 2.218
H -3.475 1.197 1.226
H -3.430 0.129 2.628
H -1.191 0.611 4.054
H 1.431 1.290 4.789
H 1.445 -0.329 4.079
H 2.673 -1.871 2.176
H 1.653 -0.722 1.252
H 4.353 -1.718 0.378
H 2.788 0.742 -0.547
H 4.143 0.009 -1.415
H 2.189 -2.850 -2.556
H 3.387 -1.715 -3.209
H 3.705 -2.604 -1.712
H 0.663 -1.663 -3.395
H -0.185 -2.350 -2.038
H -1.048 0.814 -1.617
H -3.609 0.488 -2.938
H -3.838 2.938 -2.436
H -2.057 3.019 -2.071
H -1.536 2.223 -4.407
H -3.319 2.130 -4.790
H 4.625 1.225 1.011
H 5.383 -0.089 1.940
H 1.271 2.374 1.353

Results of the Löwdin charge analysis, in e, for atoms 1 through 8:
1. C -0.066
2. C -0.408
3. C -0.073
4. C -0.112
5. N -0.038
6. N 0.092
7. C -0.248
8. C -0.023


# 6
ORCA calculation (wB97M-V/def2-TZVPD) on a 3-piece molecular cluster, C19H28F16NO2P2 overall.

Output
Lowest unoccupied orbital energy = -4.41 eV
Net charge = +1
Frontier orbital gap = 7.54 eV
2S+1 = 1
HOMO = -11.95 eV

Positions of all 68 atoms, in Å:
C 5.196 -0.790 0.609
C 4.575 -0.156 -0.644
P 2.974 0.769 -0.571
C 3.368 2.074 0.674
C 1.674 -0.270 0.329
C 2.011 -1.635 0.925
N 2.060 -2.459 -0.311
C 1.272 -1.980 -1.209
C 0.632 -0.729 -0.761
P -1.195 -1.004 -0.335
C -1.553 0.342 0.857
C -1.269 -2.536 0.670
H 5.050 -0.179 1.503
H 4.815 -1.793 0.799
H 6.274 -0.909 0.472
H 5.258 0.624 -1.004
H 4.533 -0.884 -1.460
H 4.377 1.954 1.073
H 3.308 3.036 0.163
H 2.657 2.076 1.501
H 1.222 0.410 1.049
H 2.870 -1.742 1.572
H 1.136 -2.002 1.469
H 2.632 -3.284 -0.435
H 1.147 -2.459 -2.175
H 0.583 -0.005 -1.579
H -1.761 -0.066 1.850
H -2.459 0.835 0.505
H -0.754 1.079 0.933
H -0.897 -3.383 0.090
H -0.787 -2.494 1.651
H -2.335 -2.706 0.844
C -3.545 -0.381 5.452
C -4.357 -0.352 6.756
C -4.763 -1.697 7.372
F -5.574 -2.375 6.536
F -5.431 -1.460 8.516
F -5.437 0.434 6.610
F -3.531 0.220 7.681
O -4.268 -0.173 4.250
C -4.797 -1.195 3.523
C -6.324 -1.086 3.401
F -6.889 -1.137 4.616
F -6.764 -2.133 2.670
F -4.418 -2.399 3.973
F -4.312 -1.085 2.250
H -2.891 0.487 5.523
H -2.917 -1.271 5.402
H -3.880 -2.302 7.593
H -6.594 -0.152 2.906
C 1.950 1.459 -4.573
C 1.706 2.953 -4.318
C 0.341 3.536 -4.705
F 0.148 3.458 -6.032
F 0.312 4.834 -4.342
F 2.691 3.690 -4.855
F 1.771 3.090 -2.955
O 2.669 1.108 -5.735
C 2.045 0.826 -6.922
C 2.513 1.766 -8.044
F 2.236 3.041 -7.717
F 1.844 1.450 -9.170
F 0.709 0.828 -6.802
F 2.412 -0.425 -7.284
H 2.595 1.155 -3.749
H 1.016 0.899 -4.490
H -0.465 3.006 -4.188
H 3.586 1.652 -8.205

Results of the Löwdin charge analysis, in e, for atoms 1 through 8:
1. C -0.148
2. C -0.426
3. P 0.983
4. C -0.257
5. C -0.409
6. C -0.107
7. N 0.132
8. C -0.038


Number 1: calculated total energy -28595.102 eV. Number 2: calculated total energy -272498.994 eV. Number 3: calculated total energy -33916.934 eV. Number 4: calculated total energy -14925.610 eV. Number 5: calculated total energy -36883.445 eV. Number 6: calculated total energy -87792.498 eV.